# 1
Entry from the Open Molecules 2025 dataset: a structure of composition C21H38N2O22S5 in a non-equilibrium geometry (ωB97M-V/def2-TZVPD).

The geometry in XYZ format:
```
88
C21H38N2O22S5 (ωB97M-V/def2-TZVPD)
C -2.85482 -0.45518 0.67097
C -2.98962 -0.89966 2.25796
C -2.79480 -2.51335 2.51048
O -1.43569 -3.01729 2.25070
C -0.60610 -3.04086 3.46567
C 0.90807 -2.42374 3.12817
C 1.72862 -3.43994 2.08353
N 2.42952 -4.18710 1.28709
C 0.85309 -0.96333 2.36569
C 0.79096 -1.25870 0.72159
N 0.61357 -1.44341 -0.56529
C 2.18219 -0.01952 2.62204
O 3.00782 -0.04287 1.40058
C 3.20928 1.30185 0.83858
C 1.97227 1.80864 -0.14947
H -1.93458 -0.92611 0.12180
H -3.89492 -0.68828 0.17384
H -2.70853 0.72700 0.65671
H -2.26414 -0.21471 2.86944
H -4.09259 -0.58500 2.58384
H -3.21197 -2.74505 3.58158
H -3.50154 -3.05390 1.71465
H -0.40390 -4.17850 3.76265
H -1.12271 -2.50721 4.37958
H 1.51398 -2.26511 4.14194
H -0.09324 -0.39834 2.76069
H 1.77183 1.07506 2.83880
H 2.76208 -0.35926 3.59340
H 4.17987 1.26507 0.14563
H 3.32599 2.10903 1.69342
H 1.00479 1.79357 0.52982
H 2.16867 2.84722 -0.65283
H 1.85382 0.95407 -0.97098
C -0.23173 -6.80422 0.95689
C 0.70656 -7.05654 -0.22024
O 0.56485 -8.44323 -0.51986
S -0.96257 -8.90493 -0.18184
O -1.72319 -8.88292 -1.41152
O -0.90982 -10.05492 0.69059
O -1.38653 -7.60202 0.70167
H 0.21540 -7.14312 1.89699
H -0.50845 -5.75026 1.04569
H 1.74598 -6.81753 0.01695
H 0.39454 -6.48694 -1.10203
C 7.73770 1.01273 2.55771
C 6.29330 1.04515 3.05001
O 6.09276 2.37215 3.53129
S 7.00195 3.39900 2.64846
O 6.16177 3.97927 1.62449
O 7.80343 4.19166 3.55163
O 7.96087 2.28257 1.94705
H 8.43684 0.90928 3.39380
H 7.91063 0.20796 1.83818
H 6.10656 0.31554 3.84157
H 5.59221 0.87525 2.22603
C -2.88445 4.78529 2.20851
C -1.44163 5.24211 2.40678
O -0.81766 4.19641 3.14836
S -1.49846 2.77348 2.73338
O -0.65779 2.14395 1.73935
O -1.92849 2.10389 3.93884
O -2.81099 3.37911 1.97948
H -3.47860 4.95253 3.11270
H -3.36305 5.28499 1.36204
H -1.37522 6.18999 2.94612
H -0.92149 5.33243 1.44729
C -0.75506 -1.15386 -3.82616
C -1.44981 -1.84391 -4.99701
O -2.68429 -1.14951 -5.16025
S -2.47269 0.41282 -4.74219
O -2.24484 1.17599 -5.94917
O -3.47771 0.76484 -3.76627
O -1.04473 0.23498 -3.97589
H -1.17024 -1.48718 -2.86957
H 0.32541 -1.32067 -3.83082
H -1.62650 -2.90568 -4.80939
H -0.87297 -1.72890 -5.92079
C -2.99884 5.77478 -5.69956
C -4.46848 5.46899 -5.97588
O -4.45724 4.48121 -7.00395
S -3.12963 3.54987 -6.82938
O -3.51001 2.35125 -6.11541
O -2.42026 3.52504 -8.08739
O -2.32375 4.52188 -5.79805
H -2.58588 6.44492 -6.46044
H -2.84740 6.21270 -4.70933
H -5.02472 6.35303 -6.29658
H -4.95289 5.03423 -5.09516
```

Properties
- 2S+1 = 1
- HOMO (eV) = -8.459
- electronic energy (hartree) = -4578.14431

=====

# 2
Entry from the Open Molecules 2025 dataset: a cluster of 2 separate species, C21H39BN3O6 in total in a non-equilibrium geometry (ωB97M-V/def2-TZVPD).

The geometry in XYZ format:
```
70
C21H39BN3O6 (ωB97M-V/def2-TZVPD)
C 0.29820 -5.12469 4.03626
C -0.09162 -4.80909 2.94192
N -0.49011 -4.57944 1.66303
C -1.96285 -4.46568 1.48667
C -2.54818 -3.10119 1.75475
C -2.39772 -2.63715 3.20267
C -3.40878 -1.51188 3.51582
N -3.48486 -0.56279 2.41583
C -4.85751 -0.08707 2.12132
C -2.63784 0.56498 2.63024
C -1.95398 1.10051 1.40646
O -2.47158 1.09000 3.69352
C 0.23729 -3.62471 0.98278
O -0.09788 -3.09154 -0.01789
O 1.48348 -3.38086 1.51087
B 1.70214 -2.04618 1.76187
O 0.71358 -1.14962 2.16665
O 2.98132 -1.57921 1.62574
C 3.55979 -1.15822 2.86299
C 3.91463 0.31614 2.82565
H 0.68738 -5.41818 4.96061
H -2.40852 -5.19170 2.15029
H -2.18850 -4.81195 0.48788
H -3.61910 -3.18802 1.57297
H -2.21593 -2.35011 1.06379
H -2.50256 -3.45412 3.90355
H -1.42098 -2.18120 3.31489
H -3.08452 -1.06035 4.45155
H -4.35962 -1.98338 3.72229
H -5.60129 -0.76982 2.50113
H -5.00148 -0.03176 1.04887
H -5.00323 0.89827 2.55464
H -1.06286 0.52888 1.17811
H -2.61513 1.00070 0.54896
H -1.74573 2.15022 1.54403
H 0.66247 -1.19635 3.12580
H 2.90111 -1.39305 3.69713
H 4.45429 -1.74787 3.02089
H 3.18374 0.92908 3.33162
H 4.90361 0.51982 3.20925
H 3.89180 0.62155 1.78651
C 0.03423 4.07972 -3.88255
C 1.35150 3.63250 -3.20170
C 2.40126 3.29489 -4.26400
C 2.14096 1.97267 -4.98323
C 1.94729 0.83793 -3.97987
C 0.87946 1.14408 -2.93016
N 1.09393 2.47610 -2.29494
O 2.04840 2.38753 -1.43384
C -0.51600 1.07499 -3.58126
C 0.87163 0.04064 -1.87780
C 1.83120 4.84348 -2.40582
H 0.01379 5.15993 -4.02238
H -0.10440 3.64264 -4.87121
H -0.83320 3.82943 -3.27186
H 3.38909 3.24615 -3.79489
H 2.44751 4.10713 -4.99311
H 1.27089 2.05582 -5.64075
H 2.98654 1.74061 -5.63413
H 1.68426 -0.08195 -4.50599
H 2.90175 0.64335 -3.48043
H -1.28846 1.39142 -2.87850
H -0.73911 0.04964 -3.87582
H -0.60995 1.67500 -4.48377
H 1.84891 -0.10166 -1.41792
H 0.59794 -0.91260 -2.32864
H 0.15044 0.25279 -1.08769
H 1.12107 5.10464 -1.61933
H 1.93084 5.70029 -3.07152
H 2.80574 4.67984 -1.94881
```

Properties
- <S²> = 0.754
- 2S+1 = 2
- energy above the lowest of the compared OMol25 structures with the same formula, charge and spin (kJ/mol) = 0.0
- HOMO (spin up / spin down) (eV) = -8.339 / -9.115
- electronic energy (hartree) = -1464.11161

=====

# 3
Entry from the Open Molecules 2025 dataset: a structure of composition C21H39BrI2N2O11P3 in a non-equilibrium geometry (ωB97M-V/def2-TZVPD).

The geometry in XYZ format:
```
79
C21H39BrI2N2O11P3 (ωB97M-V/def2-TZVPD)
C 2.03927 6.96929 2.58973
C 1.26304 6.47667 3.85494
I 1.12781 7.89573 5.49737
C 0.68179 5.23005 3.97208
I -0.40857 4.74986 5.77688
C 0.81635 4.23881 2.79214
C 2.14269 3.76795 2.31406
O 3.34721 4.15154 2.91631
N 4.19883 3.01136 3.05095
O 3.75536 2.25313 3.81232
C 2.24219 2.85674 1.16401
C 1.00114 2.41258 0.50220
P 1.21632 1.27067 -0.96625
C 2.56221 2.06857 -2.03779
O -0.20324 1.21485 -1.86560
N -0.21411 2.84564 0.99359
C -0.35701 3.70672 2.07877
Br -2.17780 4.17226 2.60748
H 2.98626 6.41116 2.37804
H 1.34993 6.87616 1.71058
H 2.31853 8.04805 2.74997
H 3.22955 2.51483 0.77447
H 2.58572 3.18232 -1.92582
H 3.54870 1.61388 -1.75043
H 2.33546 1.74701 -3.09377
H -0.27585 0.28770 -2.16528
H -1.08789 2.55319 0.54347
O -1.03371 -1.28924 -5.69047
P -2.32384 -0.72804 -6.26057
O -3.34330 -1.22784 -5.05306
C -3.34327 -0.46710 -3.85308
C -3.91848 0.92484 -4.05550
O -2.52980 -1.93875 -7.36310
C -1.48020 -2.83305 -7.72629
C -1.48172 -4.06241 -6.83547
O -3.60549 0.10348 -6.97097
C -4.48166 -0.45022 -7.95916
C -5.39361 -1.54145 -7.43408
H -2.32317 -0.40961 -3.45640
H -3.95114 -1.00868 -3.12571
H -3.28041 1.51873 -4.71815
H -3.99803 1.45356 -3.10366
H -4.90449 0.87306 -4.51867
H -0.51363 -2.32853 -7.72104
H -1.66229 -3.14130 -8.75860
H -1.50116 -3.80502 -5.77594
H -0.60079 -4.67792 -7.02778
H -2.37414 -4.66403 -7.02420
H -3.91481 -0.78295 -8.82987
H -5.10464 0.37755 -8.30855
H -4.85548 -2.38125 -6.99865
H -6.01937 -1.92648 -8.24138
H -6.04096 -1.14592 -6.64646
O 1.95310 -4.25017 3.29191
P 1.39200 -2.93998 3.80600
O 2.81045 -2.28147 4.35468
C 3.68335 -1.71656 3.38377
C 3.09836 -0.46545 2.75070
O 0.78807 -3.58215 5.20134
C 0.61828 -4.98642 5.38837
C 1.86035 -5.60627 6.00256
O 0.60446 -1.48817 4.16563
C -0.02667 -1.19993 5.41695
C 0.93993 -1.04005 6.57384
H 3.91631 -2.46389 2.61913
H 4.61498 -1.46524 3.89404
H 2.20552 -0.70701 2.16301
H 3.82295 0.00706 2.08300
H 2.79740 0.24937 3.51514
H 0.33821 -5.47675 4.45577
H -0.22270 -5.12094 6.07300
H 2.76795 -5.33524 5.46224
H 1.77832 -6.69458 6.02050
H 1.99231 -5.25052 7.02737
H -0.79828 -1.93961 5.63572
H -0.55433 -0.25128 5.27875
H 1.56183 -1.91726 6.74044
H 0.39057 -0.83843 7.49551
H 1.62299 -0.20717 6.38301
```

Properties
- 2S+1 = 1
- charge = +1
- HOMO (eV) = -11.582
- electronic energy (hartree) = -5953.73849